Computed, not measured: 4 unconnected molecules or ions with the total composition C14H24O10S in a non-equilibrium geometry, with ωB97M-V with the def2-TZVPD basis set.

Computed properties:
HOMO ... -9.25 eV
Strongest force on any atom ... 2.60 eV/A
Energy above the lowest of the compared OMol25 structures with the same formula, charge and spin ... 13.57 kcal per mole
Orbital gap ... 9.5 eV

XYZ file:
```
49
Properties=species:S:1:pos:R:3:forces:R:3:lowdin_charge:R:1
C 15.983 13.991 11.422 1.1 0.2 0.2 -0.03
C 15.555 15.152 12.300 0.2 -0.8 -0.4 -0.33
C 15.954 15.009 13.767 -1.2 0.1 0.4 -0.08
O 16.492 16.282 14.113 0.3 -1.4 0.8 0.08
C 16.607 17.050 13.044 -1.1 0.6 0.1 -0.57
O 16.817 18.214 13.172 0.5 -0.1 -1.3 0.17
O 16.268 16.334 11.920 0.2 1.0 -0.1 0.05
H 15.612 14.117 10.408 0.0 -0.1 0.0 0.08
H 15.734 13.002 11.804 -0.5 0.2 0.1 0.09
H 17.079 14.005 11.427 0.0 0.0 -0.3 0.10
H 14.485 15.284 12.112 0.0 0.5 0.5 0.15
H 16.631 14.181 13.965 0.3 0.2 -0.1 0.13
H 15.060 14.902 14.381 0.1 -0.3 0.1 0.14
C 15.995 25.712 9.528 -0.3 0.4 -0.4 -0.01
C 16.188 24.778 10.684 0.5 -0.2 0.2 -0.30
C 17.460 23.931 10.564 0.4 0.9 -1.9 -0.10
O 18.356 24.458 11.527 -0.4 -0.7 1.4 0.08
C 17.690 25.305 12.362 -0.2 0.6 -1.2 -0.54
O 18.154 25.891 13.280 0.2 -0.4 0.3 0.17
O 16.444 25.546 11.870 -0.2 -0.4 0.4 0.08
H 15.041 26.238 9.567 0.0 0.0 0.1 0.09
H 16.026 25.174 8.577 0.0 0.0 0.0 0.08
H 16.788 26.462 9.530 0.1 -0.1 -0.1 0.10
H 15.329 24.124 10.841 -0.1 0.2 0.2 0.15
H 17.997 24.167 9.638 -0.4 -0.1 -0.2 0.11
H 17.223 22.868 10.497 0.4 -0.1 1.2 0.10
C 19.154 22.216 7.455 -0.9 -0.7 0.4 0.00
C 17.824 21.812 6.836 -0.2 0.5 -0.5 -0.29
C 16.700 21.455 7.796 1.3 -1.3 0.7 -0.13
O 15.539 22.065 7.269 0.2 0.1 0.5 0.06
C 15.918 23.006 6.381 0.2 0.2 -0.2 -0.58
O 15.173 23.762 5.852 -0.2 0.2 -0.1 0.17
O 17.249 22.975 6.190 0.1 -0.2 -0.4 0.08
H 19.953 22.361 6.737 0.0 -0.1 -0.1 0.09
H 19.391 21.412 8.157 0.4 0.1 0.0 0.10
H 18.990 23.124 8.031 0.1 0.1 0.0 0.07
H 17.917 20.994 6.116 0.2 0.3 -0.3 0.15
H 17.031 21.708 8.806 -0.9 0.7 0.1 0.10
H 16.556 20.376 7.855 -0.2 0.0 -0.2 0.13
C 14.150 18.869 11.343 -2.3 1.3 0.1 -0.25
S 14.325 20.656 10.960 0.4 -1.4 0.4 0.84
O 15.797 20.818 10.900 0.5 0.9 -0.3 -0.56
C 13.706 20.641 9.269 -0.7 -0.5 0.2 -0.26
H 14.194 18.785 12.426 0.8 -0.2 0.0 0.05
H 14.750 18.199 10.740 0.3 0.1 0.1 0.06
H 13.070 18.751 11.169 0.1 -0.5 -0.3 0.04
H 12.771 20.075 9.223 0.1 -0.1 0.2 0.05
H 14.429 20.138 8.634 0.1 0.3 -0.1 0.04
H 13.432 21.652 8.982 0.5 0.1 -0.2 0.05
```
Positions in Å, forces in eV/Å.